This record from the OMol25 dataset describes a cluster of 2 separate species, C5H12NO2S in total at a distorted geometry. The level of theory is ωB97M-V/def2-TZVPD.

Results
E_tot = -21801.4125 eV
energy above the lowest of the compared OMol25 structures with the same formula, charge and spin = 0.0000 eV
spin multiplicity = 1
charge = -1
strongest force on any atom = 0.03072 hartree/bohr
gap between HOMO and LUMO = 6.233 eV
LUMO energy = 3.5 eV
HOMO level = -2.764 eV

Geometry as XYZ:
```
21
Properties=species:S:1:pos:R:3:lowdin_charge:R:1
O 2.11 1.04 0.60 0.028
C 1.05 0.59 0.20 -0.514
N -0.13 1.09 0.69 0.029
C -1.39 0.34 0.71 -0.317
C -1.43 -0.82 1.72 -0.738
S -1.35 -2.46 0.90 0.132
C 0.97 -0.34 -0.97 -0.202
C 1.92 -1.54 -0.84 -0.106
H 0.00 1.60 1.56 0.133
H -1.63 -0.07 -0.28 0.064
H -2.20 1.06 0.91 0.098
H -2.29 -0.78 2.39 0.021
H -0.58 -0.71 2.39 0.028
H 1.27 0.21 -1.86 0.113
H -0.01 -0.69 -1.28 0.079
H 2.96 -1.22 -0.89 0.067
H 1.67 -2.25 -1.61 0.064
H 1.77 -1.97 0.15 0.057
H -1.42 2.27 -0.93 0.006
H -0.16 2.31 -1.71 0.023
O -1.12 2.34 -1.84 -0.066
```